90
Properties=species:S:1:pos:R:3:forces:R:3:lowdin_charge:R:1 method="wB97M-V/def2-TZVPD" e_lumo_ev=-0.746 homo_energy_ev=-9.0 total_energy_ha=-3026.42950 smiles=C#Cc1nc2cc(COCOCCO)cc(CCCCC(F)(F)C(F)(F)S(F)(F)(F)(F)F)c2nc1CCc1ccccc1.CCO.CCO multiplicity=1
C 0.092 -2.532 -4.158 -0.219 0.357 -0.232 0.143
C 0.737 -1.624 -3.691 -0.492 0.347 1.222 -0.053
C 1.213 -0.536 -2.798 0.379 -0.134 -0.354 -0.212
N 1.984 -0.865 -1.774 -0.591 1.048 -0.561 0.175
C 2.339 0.201 -0.987 0.387 -0.065 0.464 -0.190
C 3.179 -0.068 0.166 -0.072 0.891 0.307 0.024
C 3.560 0.944 1.053 -0.699 -0.182 -1.114 -0.174
C 4.416 0.610 2.302 -0.170 0.890 -1.140 -0.173
O 3.809 1.144 3.471 -0.143 -1.106 -0.384 -0.098
C 2.572 0.446 3.713 -0.352 0.643 -0.009 -0.254
O 2.456 0.149 5.074 0.707 -0.504 -1.096 -0.095
C 3.041 -1.140 5.326 -0.709 -0.722 0.603 -0.150
C 1.909 -2.268 5.137 0.403 1.000 -0.961 -0.210
O 0.619 -1.689 5.200 0.230 -0.445 0.352 -0.083
C 3.106 2.304 0.771 -0.034 -1.346 -0.261 0.023
C 2.319 2.583 -0.346 0.284 0.351 -0.065 -0.130
C 1.904 4.074 -0.556 0.150 -1.093 1.203 -0.140
C 0.752 4.396 0.454 -0.388 0.979 -0.589 -0.184
C -0.675 3.886 -0.024 1.319 0.041 -0.141 -0.147
C -1.347 2.947 1.028 0.784 0.377 -0.449 -0.067
C -2.821 3.276 1.389 0.852 -1.839 -0.897 -0.414
F -3.330 4.382 0.797 0.371 -0.316 0.862 0.115
F -3.573 2.219 0.869 0.233 0.731 0.546 0.070
C -3.062 3.203 2.940 -2.003 -1.033 -0.055 -0.415
F -2.377 2.207 3.536 -0.009 0.714 -0.938 0.125
F -4.375 2.864 3.117 0.797 0.722 -0.171 0.098
S -2.785 4.791 3.902 0.111 0.554 3.201 0.861
F -4.049 5.514 3.238 1.027 -0.527 -0.280 -0.126
F -3.765 4.231 5.081 0.560 0.357 -0.948 -0.155
F -1.560 4.093 4.723 -0.481 0.836 -0.922 -0.159
F -1.736 5.384 2.839 -0.826 -0.435 0.211 -0.130
F -2.565 6.108 4.797 -0.011 -0.700 -0.742 -0.133
C 1.903 1.530 -1.279 1.037 1.472 1.827 -0.147
N 1.138 1.913 -2.358 0.547 -2.930 0.331 0.186
C 0.821 0.848 -3.081 -1.403 0.632 -1.431 -0.197
C -0.051 1.101 -4.343 0.587 0.099 -0.050 -0.113
C 0.834 0.914 -5.642 -0.156 -0.998 -0.488 -0.130
C 0.260 -0.104 -6.656 -0.136 -0.654 -0.483 -0.234
C 0.970 -1.290 -7.017 -0.643 -0.044 -0.647 -0.070
C 0.437 -2.189 -7.980 -0.951 0.479 -0.216 -0.089
C -0.831 -1.948 -8.600 0.616 0.769 0.997 -0.093
C -1.550 -0.792 -8.209 0.513 0.115 0.370 -0.091
C -1.004 0.115 -7.261 0.490 -0.564 -0.152 -0.054
H -0.593 -3.232 -4.634 0.789 0.399 0.298 0.060
H 3.515 -1.103 0.342 -0.322 0.532 -0.227 0.121
H 5.395 1.121 2.161 -0.500 -0.497 0.386 0.139
H 4.534 -0.498 2.350 0.117 0.698 0.092 0.123
H 2.538 -0.468 3.071 0.042 0.387 0.489 0.123
H 1.740 1.105 3.378 0.378 -0.343 0.563 0.148
H 3.873 -1.358 4.621 -0.301 0.275 0.544 0.114
H 3.425 -1.139 6.369 -0.266 0.104 -0.726 0.125
H 2.028 -3.072 5.894 -0.189 0.513 -0.511 0.117
H 2.017 -2.672 4.100 0.218 -0.205 0.819 0.112
H 0.404 -1.342 4.317 -0.165 -0.213 0.368 0.042
H 3.396 3.092 1.490 -0.232 -0.377 -0.585 0.135
H 1.615 4.278 -1.602 0.204 -0.022 0.589 0.108
H 2.794 4.664 -0.237 -0.631 -0.186 -0.563 0.114
H 0.691 5.509 0.540 0.085 -0.751 0.049 0.111
H 1.021 4.029 1.465 -0.139 0.052 -0.575 0.101
H -1.243 4.792 -0.297 -0.100 -0.691 0.303 0.111
H -0.474 3.330 -0.969 -0.500 0.290 0.632 0.094
H -1.304 1.911 0.622 -0.400 0.666 0.417 0.129
H -0.679 2.921 1.919 -0.824 0.162 -0.366 0.116
H -0.436 2.139 -4.365 0.291 -0.554 0.487 0.111
H -0.935 0.429 -4.328 0.667 0.230 -0.176 0.117
H 0.981 1.872 -6.187 -0.105 -0.476 0.587 0.121
H 1.840 0.534 -5.354 -0.549 0.380 -0.161 0.111
H 1.946 -1.550 -6.570 -0.666 0.393 -0.179 0.110
H 0.965 -3.111 -8.282 -0.097 0.706 0.374 0.100
H -1.233 -2.642 -9.358 0.265 0.444 0.551 0.099
H -2.544 -0.550 -8.620 0.649 -0.301 0.097 0.100
H -1.562 1.026 -6.991 0.213 -0.524 -0.179 0.113
C -2.061 -2.792 1.355 0.011 -0.118 0.049 -0.083
C -1.875 -1.495 2.117 0.099 -0.194 -0.250 -0.289
O -0.532 -1.384 2.590 0.206 0.202 0.038 -0.096
H -1.829 -3.648 1.991 -0.050 0.039 0.018 0.072
H -3.088 -2.888 0.995 0.032 0.009 -0.038 0.076
H -1.383 -2.838 0.498 -0.088 0.053 -0.051 0.076
H -2.535 -1.461 2.982 0.172 0.070 0.080 0.122
H -2.096 -0.636 1.480 -0.160 0.062 0.001 0.100
H 0.051 -1.406 1.822 -0.048 -0.020 0.038 0.087
C -3.446 -6.808 1.448 -0.057 0.040 -0.078 -0.092
C -2.022 -7.316 1.324 -0.190 -0.005 0.415 -0.323
O -1.189 -6.714 2.311 0.152 0.082 -0.144 -0.089
H -3.476 -5.723 1.334 0.033 -0.037 -0.071 0.060
H -4.089 -7.259 0.689 -0.033 0.010 0.051 0.074
H -3.855 -7.037 2.435 -0.022 -0.098 -0.051 0.074
H -1.610 -7.066 0.346 0.125 0.037 0.105 0.111
H -1.986 -8.403 1.447 -0.065 -0.029 -0.183 0.107
H -1.547 -6.943 3.175 0.053 0.036 -0.046 0.080


7
Properties=species:S:1:pos:R:3:forces:R:3:lowdin_charge:R:1 method="wB97M-V/def2-TZVPD" e_lumo_ev=-0.039 homo_energy_ev=-9.7 total_energy_ha=-891.02095 relative_energy_kcal_mol=4.6 multiplicity=1
C -2.625 -0.077 -0.238 0.008 1.514 0.738 -1.428
N 1.792 -0.198 -0.041 2.098 0.988 1.452 -0.046
S -2.644 -1.610 -0.315 0.011 -0.427 -0.295 0.743
S -2.612 1.478 0.013 0.007 -1.086 -0.442 0.676
H 2.775 0.060 -0.377 -1.613 -0.751 0.502 0.027
H 1.360 0.739 -0.048 -0.118 -0.564 0.077 -0.008
H 1.954 -0.391 1.006 -0.393 0.326 -2.032 0.034


18
Properties=species:S:1:pos:R:3:forces:R:3:lowdin_charge:R:1 method="wB97M-V/def2-TZVPD" e_lumo_ev=0.924 homo_energy_ev=-9.4 total_energy_ha=-327.06026 smiles="CC(C)=O.C=NC" relative_energy_kcal_mol=44.6 multiplicity=1
C -0.843 0.570 -1.575 -0.144 0.016 -0.147 -0.046
C 0.257 -0.471 -1.389 -0.016 -0.121 -0.352 -0.539
C 1.616 0.088 -1.032 0.207 0.023 0.035 -0.040
O 0.094 -1.642 -1.652 -0.057 0.540 0.049 0.052
H -1.838 0.129 -1.627 0.139 -0.168 0.069 0.078
H -0.676 1.057 -2.538 0.133 0.035 -0.092 0.087
H -0.834 1.368 -0.826 0.134 -0.213 0.016 0.074
H 2.165 0.216 -1.967 0.002 0.054 -0.080 0.087
H 2.197 -0.600 -0.416 -0.247 -0.032 -0.045 0.084
H 1.556 1.067 -0.550 -0.033 -0.116 -0.003 0.072
C -1.407 -0.816 1.009 0.201 -0.226 0.333 -0.085
N -0.169 -0.822 1.265 -0.503 -0.044 0.176 -0.072
C 0.343 0.179 2.188 0.102 0.239 0.191 -0.140
H -1.819 -1.557 0.315 0.211 0.189 0.156 0.082
H -2.116 -0.112 1.468 0.082 0.015 -0.055 0.087
H 0.097 -0.050 3.232 -0.051 -0.149 -0.191 0.079
H 1.434 0.218 2.122 -0.175 0.008 -0.057 0.066
H -0.056 1.178 1.973 0.014 -0.049 -0.004 0.075


40
Properties=species:S:1:pos:R:3:forces:R:3:lowdin_charge:R:1 method="wB97M-V/def2-TZVPD" e_lumo_ev=4.268 homo_energy_ev=-3.7 total_energy_ha=-4612.11120 relative_energy_kcal_mol=0.0 multiplicity=1 total_charge=-2
Zr 0.091 0.273 -0.107 2.234 7.059 -2.287 1.776
O -0.154 1.647 -1.782 1.391 -2.320 1.661 -0.357
C 1.018 2.346 -2.109 -0.411 1.233 -0.247 -0.332
C 2.233 2.130 -1.176 0.468 -0.845 0.730 -0.291
O 2.038 1.121 -0.192 -2.506 -0.837 -0.450 -0.395
H 0.781 3.424 -2.151 -0.059 -0.012 0.338 0.099
H 1.364 2.165 -3.139 -0.260 -0.598 0.035 0.094
H 2.576 2.981 -0.575 -0.334 0.527 -0.562 0.103
H 3.055 1.834 -1.844 0.211 -0.018 0.271 0.096
N 0.921 -1.344 -1.158 2.979 -4.571 -2.024 -0.417
S 0.979 -1.719 -2.723 -3.492 2.015 -3.199 0.440
O 0.773 -3.085 -3.060 0.708 -0.731 0.857 -0.242
O 1.890 -0.956 -3.478 1.061 0.361 -0.071 -0.229
F -0.417 -1.089 -3.120 0.018 0.202 0.234 -0.170
S 2.161 -2.498 -0.741 0.802 1.725 4.853 0.560
O 3.391 -2.395 -1.440 -0.553 -0.217 -1.177 -0.222
O 1.691 -3.721 -0.213 -0.469 -0.379 -1.043 -0.220
F 2.497 -1.683 0.576 0.029 0.044 -0.229 -0.187
N 0.235 -0.392 1.905 0.980 -1.954 5.479 -0.405
S 0.060 -1.936 2.542 -1.610 -3.434 -4.996 0.526
O -1.084 -2.244 3.313 0.165 0.940 1.235 -0.207
O 1.267 -2.665 2.644 0.420 0.356 1.340 -0.233
F -0.448 -2.476 1.107 0.033 0.282 -0.023 -0.235
S 0.746 0.214 3.373 1.417 5.067 0.123 0.489
O 1.984 -0.251 3.908 -0.519 -1.131 -0.290 -0.242
O -0.343 0.455 4.251 -0.118 -0.501 -0.131 -0.231
F 1.196 1.616 2.837 -0.440 -0.154 -0.096 -0.152
N -1.964 -0.301 -0.138 -4.892 -2.962 -1.071 -0.399
S -2.768 -1.746 -0.673 1.866 -0.503 -0.563 0.517
O -3.560 -1.564 -1.831 -0.226 0.675 -0.338 -0.239
O -3.240 -2.559 0.370 -0.268 -0.278 0.972 -0.230
F -1.498 -2.481 -1.198 0.072 -0.036 -0.012 -0.178
S -3.332 0.563 0.233 1.851 3.106 2.697 0.501
O -4.545 -0.111 0.478 -0.900 -1.120 -1.363 -0.249
O -3.237 1.805 -0.427 -0.675 0.024 -0.509 -0.224
F -2.974 0.854 1.751 0.555 0.274 -0.102 -0.170
N -0.863 3.475 0.995 0.699 0.232 -0.151 -0.549
O -0.579 4.012 2.063 -0.190 -0.049 0.145 0.005
O -1.244 4.098 0.020 -0.207 -0.016 -0.171 0.027
O -0.697 2.204 0.909 0.172 -1.456 0.134 -0.227


16
Properties=species:S:1:pos:R:3:forces:R:3:lowdin_charge:R:1 method="wB97M-V/def2-TZVPD" e_lumo_ev="-2.052 / -0.706" homo_energy_ev="-7.9 / -8.3" total_energy_ha=-550.00337 relative_energy_kcal_mol=152.8 multiplicity=1
C -1.721 -0.230 -0.426 -0.401 -1.709 3.384 0.007
C 0.812 -0.773 2.002 -0.029 0.153 -0.585 -0.013
C 0.632 0.359 0.073 1.466 1.882 0.006 -0.083
C 1.607 0.091 1.137 -1.315 -2.820 1.859 -0.340
C -0.610 -0.237 0.369 -0.186 -0.241 -0.532 -0.156
C 1.091 1.199 -0.890 -1.346 -1.624 0.536 -0.057
C -1.918 0.316 -1.760 -2.617 -0.883 0.714 -0.472
N 2.850 0.280 1.254 1.288 1.219 -1.445 0.142
O -0.434 -0.998 1.592 -1.156 1.598 -2.741 0.055
O -1.050 1.015 -2.325 2.566 1.823 -1.058 -0.035
O 1.732 1.784 -1.608 0.703 1.050 -0.809 0.297
H -2.461 -0.912 0.019 -0.284 0.480 -0.615 0.132
H 1.048 -1.491 2.739 0.899 -0.144 0.934 0.123
H -1.903 -0.754 -2.163 -0.200 -0.312 -0.554 0.188
H -3.015 0.620 -1.954 0.923 -0.481 0.310 0.160
H 3.340 -0.268 1.940 -0.311 0.010 0.596 0.052